# 1
Molecular formula: C16H54BaF3NO14
Method: DFT, the ωB97M-V functional and the def2-TZVPD basis

Net charge = 0
Energy = -2074.414872 a.u.
HOMO energy = -5.64 eV
Kohn-Sham gap = 2.018 eV
Multiplicity = 1

Cartesian coordinates (Å):
N 3.673 -2.705 2.880
H 3.233 -3.613 2.926
H 2.968 -2.013 2.671
H 4.349 -2.479 2.164
H 4.102 -2.490 3.768
Ba 5.506 -4.792 -3.502
C 0.911 -7.727 1.702
O 0.570 -6.726 2.681
O 2.095 -7.195 1.250
C 1.085 -9.105 2.342
F -0.062 -9.810 2.540
F 1.942 -9.902 1.700
F 1.668 -9.041 3.538
C -0.817 -6.572 2.939
C -0.802 -5.576 4.081
H -0.098 -5.882 4.855
H -0.565 -4.570 3.734
H -1.696 -5.446 4.690
H -1.379 -7.438 3.288
H -1.285 -6.075 2.089
H 0.153 -7.781 0.920
O 1.129 -0.921 -2.263
C 0.170 -0.878 -1.235
C 0.044 0.313 -0.259
O 1.101 0.799 0.590
H 0.368 -1.721 -0.574
H -0.823 -0.975 -1.674
H -0.757 0.134 0.458
H -0.367 1.165 -0.799
C -6.156 4.553 -1.748
O -7.433 4.869 -1.173
H -5.748 5.503 -2.095
H -5.607 3.892 -1.078
H -6.417 3.875 -2.560
H -7.381 5.772 -0.852
C -1.699 6.291 2.131
O -0.310 6.029 2.276
H -1.829 7.371 2.207
H -1.953 5.910 1.142
H -2.142 5.604 2.851
H -0.220 5.077 2.353
C 8.370 3.825 4.283
O 7.581 2.817 3.676
H 7.829 4.771 4.301
H 8.593 3.552 5.314
H 9.355 4.078 3.890
H 6.724 2.904 4.101
C 0.407 -0.622 -8.861
O -0.373 -0.179 -7.784
H 0.270 -0.021 -9.759
H 1.455 -0.447 -8.617
H 0.235 -1.664 -9.129
H -0.047 -0.635 -7.005
C 3.016 4.134 7.456
O 2.978 2.900 6.691
H 3.928 4.532 7.903
H 2.492 4.853 6.826
H 2.252 4.093 8.233
H 2.678 2.943 5.781
C 5.247 7.947 -0.013
O 4.658 6.725 -0.102
H 6.274 7.969 0.350
H 5.305 8.421 -0.993
H 4.653 8.528 0.693
H 3.868 6.802 0.438
C -6.968 -2.121 -4.392
O -7.567 -3.145 -5.140
H -5.936 -1.946 -4.695
H -7.524 -1.207 -4.604
H -6.929 -2.414 -3.343
H -7.891 -2.780 -5.967
C -5.984 -0.195 3.411
O -7.332 -0.193 3.848
H -5.591 -1.194 3.223
H -6.070 0.350 2.471
H -5.381 0.370 4.122
H -7.247 -0.065 4.795
C 1.692 5.547 -5.703
O 2.250 4.306 -5.432
H 0.785 5.844 -5.177
H 2.499 6.280 -5.672
H 1.422 5.584 -6.758
H 1.609 3.641 -5.694
C -1.397 -7.047 -4.676
O -0.212 -6.260 -4.940
H -1.875 -7.556 -5.513
H -1.029 -7.845 -4.031
H -2.152 -6.547 -4.069
H -0.442 -5.362 -4.689

Forces on the atoms, in the same order (eV/Å):
N -0.1064 1.2714 0.1993
H 0.0880 -0.9623 -0.6294
H -0.9280 0.4278 0.2864
H 0.5560 -1.0539 -0.6166
H 0.0497 0.0929 0.5334
Ba -0.2470 0.0231 0.1376
C 3.6177 3.0362 -1.1272
O -2.0444 -1.3648 0.5480
O -0.8921 -1.8461 -0.3476
C 0.9424 -0.3672 0.9740
F -0.2677 0.1666 -0.4029
F -0.3547 -0.4478 -1.4859
F -0.1096 0.7391 1.4343
C 0.5114 1.3115 1.0952
C -0.3752 0.6480 1.0964
H 0.4773 -0.0460 -0.3172
H 0.3382 0.0040 -0.0600
H -0.6603 -0.2489 -0.4986
H 0.2278 -0.4905 -0.4554
H -0.3762 -0.4209 -0.3299
H -0.7308 -0.1759 -0.1204
O -2.1863 0.7227 2.7287
C 2.7296 -2.3818 -3.8201
C 1.8276 4.4335 4.5768
O -1.9630 -2.0323 -2.7624
H 0.0719 -0.2052 0.4654
H -0.3690 0.2879 0.1217
H -0.3924 -1.2633 -0.1980
H 0.5130 0.1461 -1.0200
C -1.6985 -0.5848 -0.1619
O 0.0067 0.1519 0.2789
H 0.8654 -0.5722 -0.0181
H 0.6507 0.7462 0.2842
H 0.3201 0.3517 -0.5269
H -0.1403 -0.0921 0.1429
C 1.0009 -1.3523 -0.4832
O 0.9768 0.3190 0.1614
H -0.4471 -0.3451 0.3181
H -0.6412 0.4504 -0.2086
H -1.0704 0.9027 0.2720
H 0.2068 0.0104 -0.0758
C -0.0862 0.7236 1.2191
O 0.5847 0.0590 -0.4119
H -0.0786 0.1343 0.0243
H -0.1142 -0.0138 0.2843
H -0.2280 -0.7714 -0.9815
H -0.0926 -0.1461 -0.1218
C 0.9647 0.2151 -0.3807
O -0.5550 0.1374 0.0551
H -0.6102 0.1386 0.1841
H 0.3255 -0.4130 -0.0528
H -0.0016 -0.1251 0.0829
H -0.1203 0.0632 0.1366
C -2.7170 0.1274 -1.4013
O 1.1937 -0.4192 1.4054
H 0.4036 -0.6886 -0.6603
H 0.7829 0.7355 -0.1525
H 0.3093 -0.6674 0.5351
H 0.0319 0.9099 0.2376
C 0.6777 2.1711 0.1363
O -0.7908 -2.0504 0.1408
H 0.1641 -0.5609 0.2489
H -0.2819 0.3045 -0.0852
H 0.2674 0.7625 -0.2085
H -0.0488 -0.6269 -0.2254
C 0.2594 0.4273 -0.3823
O -0.2061 -0.8716 -0.2171
H 0.2196 -0.0101 -0.1407
H 0.0696 0.2993 0.7484
H -0.4089 0.1985 -0.0393
H 0.0694 -0.0431 0.0312
C -0.5307 0.6909 -0.8428
O -0.0184 -0.3036 0.9307
H 0.0431 -0.0490 0.1855
H 0.7981 -0.0520 -0.1645
H 0.3740 -0.1308 -0.2121
H -0.6657 -0.1576 0.1028
C 0.1925 0.9288 -1.7682
O -0.0037 -0.8213 0.6598
H 0.2518 -0.1109 0.6564
H -0.2052 0.1614 0.7007
H -0.3101 0.0326 -0.3539
H 0.0740 -0.2015 0.0972
C 0.8759 -0.8448 1.1907
O -1.1576 0.0188 -0.2933
H 0.2798 0.5895 -0.5031
H -0.1748 -0.2543 0.0403
H 0.0454 0.4065 -0.2807
H 0.1710 0.1082 -0.1431

Which charges does Mulliken predict for the atoms? In e, they are: number 1, N, carries -0.499; number 2, H, carries 0.351; number 3, H, carries 0.358; number 4, H, carries 0.371; number 5, H, carries 0.388; number 6, Ba, carries 0.616; number 7, C, carries -0.110; number 8, O, carries -0.177; number 9, O, carries -0.971; number 10, C, carries 0.747; number 11, F, carries -0.299; number 12, F, carries -0.274; number 13, F, carries -0.289; number 14, C, carries -0.117; number 15, C, carries -1.274; number 16, H, carries 0.324; number 17, H, carries 0.224; number 18, H, carries 0.405; number 19, H, carries 0.279; number 20, H, carries 0.282; number 21, H, carries 0.268; number 22, O, carries -0.532; number 23, C, carries -0.037; number 24, C, carries -0.337; number 25, O, carries -0.592; number 26, H, carries 0.153; number 27, H, carries 0.220; number 28, H, carries 0.262; number 29, H, carries 0.263; number 30, C, carries -0.433; number 31, O, carries -0.510; number 32, H, carries 0.271; number 33, H, carries 0.181; number 34, H, carries 0.185; number 35, H, carries 0.305; number 36, C, carries -0.427; number 37, O, carries -0.495; number 38, H, carries 0.196; number 39, H, carries 0.214; number 40, H, carries 0.212; number 41, H, carries 0.300; number 42, C, carries -0.573; number 43, O, carries -0.486; number 44, H, carries 0.234; number 45, H, carries 0.258; number 46, H, carries 0.262; number 47, H, carries 0.305; number 48, C, carries -0.534; number 49, O, carries -0.494; number 50, H, carries 0.231; number 51, H, carries 0.247; number 52, H, carries 0.239; number 53, H, carries 0.311; number 54, C, carries -0.504; number 55, O, carries -0.516; number 56, H, carries 0.237; number 57, H, carries 0.215; number 58, H, carries 0.256; number 59, H, carries 0.313; number 60, C, carries -0.516; number 61, O, carries -0.474; number 62, H, carries 0.204; number 63, H, carries 0.195; number 64, H, carries 0.252; number 65, H, carries 0.338; number 66, C, carries -0.438; number 67, O, carries -0.503; number 68, H, carries 0.218; number 69, H, carries 0.221; number 70, H, carries 0.200; number 71, H, carries 0.303; number 72, C, carries -0.464; number 73, O, carries -0.490; number 74, H, carries 0.206; number 75, H, carries 0.172; number 76, H, carries 0.267; number 77, H, carries 0.309; number 78, C, carries -0.553; number 79, O, carries -0.476; number 80, H, carries 0.247; number 81, H, carries 0.228; number 82, H, carries 0.256; number 83, H, carries 0.297; number 84, C, carries -0.542; number 85, O, carries -0.496; number 86, H, carries 0.232; number 87, H, carries 0.233; number 88, H, carries 0.260; number 89, H, carries 0.311

***

# 2
Molecular formula: CH2N2OS2
Method: DFT, the ωB97M-V functional and the def2-TZVPD basis

Net charge = 0
Energy = -1020.194590 a.u.
Energy relative to the best compared isomer or geometry (same formula, charge and spin) = 124.1 kcal/mol
HOMO energy (spin up / spin down) = -10.50 / -10.40 eV
Kohn-Sham gap (spin up / spin down) = 5.244 / 5.122 eV
Multiplicity = 1

Cartesian coordinates (Å):
C 2.475 -2.218 -0.132
N 3.038 -2.901 0.565
N 0.353 0.084 0.062
O 1.850 0.943 -1.855
S 2.033 2.424 0.727
S 1.937 0.675 -0.477
H 0.306 0.217 1.112
H 0.397 -0.932 -0.243

Forces on the atoms, in the same order (eV/Å):
C -2.0481 4.3694 -2.7797
N 2.0729 -2.8277 2.6462
N 2.0587 -0.5288 -0.0232
O 0.7103 -0.4581 -1.6978
S 0.6960 -2.6446 -1.2982
S -3.4719 1.4399 3.8068
H 0.1558 -0.5540 -1.5600
H -0.1737 1.2041 0.9059

Which charges does natural (NBO) predict for the atoms? In e, they are: number 1, C, carries -0.058; number 2, N, carries -0.494; number 3, N, carries -0.933; number 4, O, carries -0.780; number 5, S, carries -0.109; number 6, S, carries 1.534; number 7, H, carries 0.415; number 8, H, carries 0.424

***

Q: The highest energy belongs to which entry?
A: CH2N2OS2